[1]
Density functional theory data (wB97M-V/def2-TZVPD) for a 2-piece molecular cluster, C3H9O overall.

Summary:
energy relative to the best compared isomer or geometry (same formula, charge and spin): 9.65 kcal/mol
charge: -1
Kohn-Sham gap: 6.4 eV

Last column: Mulliken charge in e.
Atoms and positions in Å:
O -3.060 0.334 0.035  -1.104
H -4.029 0.362 -0.049  0.111
C 1.297 0.657 -0.791  -1.118
C 0.084 -0.204 -0.316  -0.041
C 0.298 -0.655 1.120  -1.061
H 2.208 0.045 -0.554  0.254
H 1.321 0.721 -1.936  0.273
H 1.447 1.628 -0.328  0.345
H -0.875 0.391 -0.441  0.240
H 0.164 -1.015 -1.074  0.191
H -0.506 -1.338 1.302  0.307
H 0.346 0.204 1.821  0.272
H 1.306 -1.131 1.212  0.332

[2]
Density functional theory data (wB97M-V/def2-TZVPD) for a 2-piece molecular cluster, C5H5NO overall.

Summary:
energy relative to the best compared isomer or geometry (same formula, charge and spin): 89.42 kcal/mol
Kohn-Sham gap: 9.4 eV

Last column: Mulliken charge in e.
Atoms and positions in Å:
C -0.198 1.274 0.214  0.747
C 1.932 -0.291 0.387  -0.538
C 0.939 -1.062 -0.411  -0.491
C -4.095 -0.307 -0.240  0.062
C 0.651 0.312 0.101  -0.227
N -0.968 2.240 0.168  -0.577
O -3.075 -0.762 -0.367  -0.069
H 2.256 -0.804 1.264  0.229
H 2.950 0.069 -0.187  0.166
H 1.161 -1.347 -1.532  0.196
H 0.327 -1.690 0.120  0.242
H -1.879 2.367 0.484  0.258

[3]
Density functional theory data (wB97M-V/def2-TZVPD) for C18H28AlBN3O7S2 as an isolated structure.

Summary:
charge: +3
Kohn-Sham gap: 1.8 eV

Last column: Mulliken charge in e.
Atoms and positions in Å:
C -2.686 -6.149 -2.002  -0.673
O -2.316 -5.539 -3.222  -0.338
C -1.799 -4.259 -3.149  -0.599
C -0.363 -4.232 -2.493  -0.497
C 0.704 -3.658 -3.422  -1.082
C 0.869 -2.129 -3.339  -0.627
C 2.142 -1.681 -2.570  -1.199
C 1.885 -1.433 -1.080  -0.468
C 1.640 -0.074 -0.592  0.784
C 1.754 0.237 0.825  -0.504
O 2.102 -0.819 1.658  -0.451
N 3.525 -1.138 1.750  0.198
O 4.251 -0.267 1.563  -0.173
C 1.505 1.439 1.386  0.622
B 1.580 1.627 2.987  0.669
C 0.526 0.896 3.874  -0.951
O 2.530 2.472 3.440  -0.602
C 1.136 2.569 0.526  0.450
C 0.897 3.860 1.126  -1.497
C -0.470 3.764 1.937  -0.064
C -1.661 4.455 1.239  -0.981
C -2.819 3.465 1.074  -0.856
S -3.640 2.980 2.570  1.155
O -4.838 2.324 2.197  -0.597
O -2.662 2.281 3.357  -0.514
O -4.056 4.319 3.279  -0.424
C 1.001 2.308 -0.862  -0.214
N 0.640 3.210 -1.763  -0.464
S 0.581 2.464 -3.180  0.311
N 1.015 0.985 -2.721  -0.334
C 1.231 1.024 -1.412  0.810
H -2.858 -5.416 -1.214  0.333
H -3.602 -6.712 -2.171  0.284
H -1.908 -6.858 -1.705  0.286
H -2.468 -3.599 -2.584  0.378
H -1.703 -3.904 -4.172  0.414
H -0.107 -5.272 -2.290  0.420
H -0.415 -3.735 -1.519  0.251
H 0.489 -3.961 -4.446  0.428
H 1.647 -4.153 -3.178  0.444
H 0.007 -1.758 -2.777  0.413
H 0.849 -1.676 -4.325  0.498
H 2.585 -0.817 -3.053  0.533
H 2.843 -2.511 -2.606  0.559
H 1.047 -2.057 -0.707  0.376
H 2.752 -1.804 -0.519  0.464
H -0.343 0.550 3.312  0.337
H 0.157 1.552 4.664  0.409
H 0.940 0.010 4.365  0.313
H 2.834 2.264 4.333  0.362
H 0.860 4.668 0.400  0.731
H 1.695 4.089 1.840  0.301
H -0.297 4.223 2.908  0.352
H -0.715 2.722 2.133  0.252
H -1.949 5.315 1.842  0.476
H -1.409 4.828 0.248  0.399
H -3.580 3.884 0.417  0.448
H -2.459 2.544 0.618  0.311
H -3.318 4.932 3.398  0.377
Al 4.219 -2.647 3.809  0.961

[4]
Density functional theory data (wB97M-V/def2-TZVPD) for a 2-piece molecular cluster, C4H13N2S overall.

Summary:
energy relative to the best compared isomer or geometry (same formula, charge and spin): 137.81 kcal/mol
charge: +1
Kohn-Sham gap: 4.4 eV

Last column: Mulliken charge in e.
Atoms and positions in Å:
C -1.341 1.576 2.011  -1.052
N 0.429 -0.912 0.359  -0.259
C 0.871 -1.362 -0.829  -0.455
C -0.020 -2.202 -1.794  -0.637
S 0.642 -2.176 -3.453  -0.138
C -0.490 2.417 1.079  -0.176
N 0.861 1.903 1.016  -0.389
H -2.303 2.041 2.206  0.363
H -0.820 1.401 2.952  0.329
H -0.278 -1.557 0.748  0.280
H 1.423 -0.569 -1.365  0.470
H 1.731 -2.012 -0.504  0.367
H -0.984 -1.701 -1.865  0.323
H -0.184 -3.191 -1.371  0.445
H 0.989 -3.464 -3.571  0.185
H -0.965 2.438 0.088  0.248
H -0.441 3.455 1.413  0.374
H 1.473 2.425 0.401  0.259
H 0.920 0.903 0.907  0.251
H -1.514 0.588 1.571  0.213

[5]
Density functional theory data (wB97M-V/def2-TZVPD) for CHF2NO2 in the gas phase.

Summary:
structure (SMILES): O=CON(F)F
energy relative to the best compared isomer or geometry (same formula, charge and spin): 63.71 kcal/mol
Kohn-Sham gap: 12.2 eV

Last column: Mulliken charge in e.
Atoms and positions in Å:
C -0.726 0.518 0.843  0.236
N 0.395 -0.376 -0.909  0.250
O -1.203 0.684 1.912  -0.414
O 0.072 -0.538 0.601  -0.231
F 0.505 -1.607 -1.496  -0.135
F 1.630 0.098 -0.992  -0.096
H -0.673 1.221 0.041  0.391

[6]
Density functional theory data (wB97M-V/def2-TZVPD) for C18H16IMnNO3S2Se2Te2 as an isolated structure.

Summary:
2S+1: 4
energy relative to the best compared isomer or geometry (same formula, charge and spin): 0.00 kcal/mol
Kohn-Sham gap (spin up / spin down): 6.2 / 6.1 eV

Last column: Mulliken charge in e.
Atoms and positions in Å:
Mn -0.347 -1.540 -0.118  0.394
Se -1.491 -5.245 -0.578  0.076
Te -2.009 -6.091 -2.957  -0.276
Te -1.672 -3.435 -3.636  0.291
Se -0.208 -3.486 -1.518  0.003
S -1.149 -2.913 1.563  -0.409
C 0.085 -3.311 2.781  0.600
C 0.853 -2.361 3.457  -0.127
C 1.751 -2.742 4.445  -0.578
C 1.890 -4.077 4.792  -0.452
C 1.130 -5.030 4.129  -0.595
C 0.242 -4.653 3.132  -0.634
H 0.732 -1.314 3.222  0.488
H 2.337 -1.986 4.954  0.371
H 2.579 -4.372 5.573  0.369
H 1.228 -6.077 4.387  0.355
H -0.337 -5.402 2.607  0.263
I -2.613 0.614 1.298  0.183
C -0.572 0.927 1.516  -0.084
C -0.124 2.129 2.056  -0.619
C 1.234 2.331 2.185  -0.313
C 2.109 1.333 1.775  -0.904
C 1.582 0.173 1.257  -0.196
N 0.260 -0.037 1.128  0.564
H -0.841 2.873 2.370  0.443
H 1.609 3.256 2.604  0.430
H 3.180 1.445 1.858  0.494
H 2.221 -0.640 0.937  0.446
C -1.050 5.654 -3.631  -1.450
C -0.889 4.183 -3.357  0.925
C -1.755 3.255 -3.935  -0.864
C -1.630 1.903 -3.677  -0.599
C -0.622 1.471 -2.822  0.019
C 0.254 2.371 -2.237  -0.137
C 0.112 3.724 -2.510  -0.848
S -0.479 -0.243 -2.494  1.665
O -1.673 -0.635 -1.725  -0.589
O -0.347 -0.960 -3.747  -0.710
O 0.707 -0.429 -1.609  -0.659
H -1.473 5.827 -4.620  0.377
H -0.094 6.174 -3.568  0.372
H -1.723 6.108 -2.901  0.289
H -2.533 3.599 -4.606  0.352
H -2.302 1.186 -4.130  0.442
H 1.040 2.009 -1.587  0.473
H 0.800 4.433 -2.064  0.358

[7]
Density functional theory data (wB97M-V/def2-TZVPD) for a 2-piece molecular cluster, C7H12O overall.

Summary:
2S+1: 2
energy relative to the best compared isomer or geometry (same formula, charge and spin): 37.32 kcal/mol
charge: -1
Kohn-Sham gap (spin up / spin down): 3.8 / 6.6 eV

Last column: Mulliken charge in e.
Atoms and positions in Å:
C 2.604 0.605 -0.173  -0.246
C 2.666 1.356 -1.333  -1.008
C 0.865 -0.892 0.974  -0.814
C 1.255 0.217 0.216  -0.128
C -2.774 -2.110 0.965  -0.965
C -1.310 -2.212 0.870  0.050
C -0.571 -1.088 1.033  -0.388
H 3.380 0.514 0.580  0.315
H 1.769 1.305 -1.940  0.275
H 3.604 1.833 -1.488  0.281
H 1.691 -1.419 1.405  0.380
H 0.512 0.914 -0.309  -0.022
H -3.417 -2.420 0.063  0.215
H -3.234 -2.801 1.700  0.231
H -3.016 -1.078 1.218  0.289
H -0.944 -3.230 0.784  0.348
H -1.067 -0.148 1.192  0.222
H -1.264 3.181 -1.610  0.316
H -0.050 3.529 -2.364  0.342
O -0.701 3.948 -1.785  -0.695

[8]
Density functional theory data (wB97M-V/def2-TZVPD) for C5H7NO2 as an isolated structure.

Summary:
energy relative to the best compared isomer or geometry (same formula, charge and spin): 189.86 kcal/mol
Kohn-Sham gap: 8.0 eV

Last column: Mulliken charge in e.
Atoms and positions in Å:
C 0.423 0.960 -0.085  -0.093
C -1.122 0.619 -0.230  -0.001
C 0.279 0.081 1.158  -0.019
C 0.053 -1.308 0.522  -0.119
C -1.078 -0.883 -0.406  -0.527
H 2.131 1.905 -1.153  0.380
H 0.183 1.851 0.524  0.388
H -1.859 1.354 -0.680  0.430
H 1.116 0.437 2.094  0.278
H 0.305 -2.423 0.943  0.309
H 0.931 -0.955 -1.431  0.265
H -1.848 -1.545 -0.669  0.468
N 0.267 -1.369 -0.844  -0.624
O 1.476 0.708 -0.934  -0.686
O -1.255 0.569 1.192  -0.449

[9]
Density functional theory data (wB97M-V/def2-TZVPD) for a 2-piece molecular cluster, C5H8O2 overall.

Summary:
structure (SMILES): C=C1CCC1=O.O
energy relative to the best compared isomer or geometry (same formula, charge and spin): 38.82 kcal/mol
Kohn-Sham gap: 9.8 eV

Last column: Mulliken charge in e.
Atoms and positions in Å:
O -2.571 1.186 -1.179  -0.657
C 0.437 1.188 -1.179  -0.736
C 0.603 0.226 -0.277  0.299
C 1.076 -1.223 -0.241  -0.511
C 0.929 -1.220 1.309  -0.352
C 0.395 0.217 1.210  0.349
O -0.041 1.016 1.997  -0.584
H -2.562 1.730 -0.382  0.334
H 0.067 2.163 -0.873  0.286
H 0.647 1.047 -2.237  0.286
H -1.899 0.517 -0.999  0.323
H 0.403 -1.922 -0.747  0.204
H 2.093 -1.380 -0.611  0.262
H 1.870 -1.289 1.862  0.242
H 0.218 -1.938 1.730  0.255

[10]
Density functional theory data (wB97M-V/def2-TZVPD) for a 2-piece molecular cluster, C6H12O overall.

Summary:
structure (SMILES): CC1=CC1.CCO
energy relative to the best compared isomer or geometry (same formula, charge and spin): 73.98 kcal/mol
Kohn-Sham gap: 9.6 eV

Last column: Mulliken charge in e.
Atoms and positions in Å:
C 1.929 0.709 -0.544  -0.978
C 1.357 0.658 0.867  -0.244
C -1.264 -0.682 -0.300  0.237
C -0.684 -1.752 -1.135  -1.127
C -1.931 -0.401 1.013  -0.553
C -1.786 0.492 -0.181  -0.177
O 0.361 1.632 1.109  -0.462
H 2.260 1.725 -0.792  0.371
H 1.189 0.404 -1.290  0.189
H 2.800 0.050 -0.626  0.309
H 2.164 0.759 1.606  0.334
H 0.880 -0.314 1.040  0.188
H -0.323 -1.363 -2.093  0.295
H 0.133 -2.286 -0.637  0.250
H -1.480 -2.478 -1.333  0.379
H -1.342 -0.207 1.918  0.116
H -2.900 -0.869 1.217  0.231
H -2.046 1.444 -0.615  0.363
H 0.683 2.478 0.776  0.281

[11]
Density functional theory data (wB97M-V/def2-TZVPD) for C2H4N2 as an isolated structure.

Summary:
energy relative to the best compared isomer or geometry (same formula, charge and spin): 69.34 kcal/mol
Kohn-Sham gap: 9.7 eV

Last column: Mulliken charge in e.
Atoms and positions in Å:
C 0.677 0.680 0.001  -0.291
C 0.685 -0.664 -0.104  -0.291
N -0.725 0.728 -0.192  -0.288
N -0.716 -0.698 -0.304  -0.288
H -1.339 1.147 0.497  0.222
H -1.325 -1.226 0.312  0.222
H 1.363 1.500 0.010  0.357
H 1.380 -1.468 -0.222  0.357

[12]
Density functional theory data (wB97M-V/def2-TZVPD) for C13H52O13 as an isolated structure.

Summary:
energy relative to the best compared isomer or geometry (same formula, charge and spin): 791.41 kcal/mol
Kohn-Sham gap: 6.7 eV

Last column: Mulliken charge in e.
Atoms and positions in Å:
C 0.299 -24.574 3.612  -0.808
O 0.770 -23.761 4.643  -0.532
H -0.682 -24.204 3.315  0.348
H 0.972 -24.477 2.760  0.478
H 0.202 -25.637 3.834  1.841
H 0.817 -22.850 4.345  0.364
C 2.727 -25.556 5.408  -0.050
O 3.134 -25.863 6.722  -0.787
H 1.706 -25.184 5.328  -0.654
H 3.393 -24.863 4.894  0.963
H 2.694 -26.480 4.830  -1.648
H 2.613 -26.625 6.987  1.300
C 0.353 -25.522 6.670  0.474
O -1.022 -25.870 6.616  -0.846
H 0.629 -25.324 7.706  0.550
H 0.981 -26.347 6.335  -0.702
H 0.665 -24.631 6.125  0.396
H -1.231 -26.292 5.779  1.000
C 1.971 -27.639 7.653  -1.625
O 2.012 -27.727 6.267  -0.708
H 0.924 -27.709 7.947  0.371
H 2.541 -28.494 8.016  0.176
H 2.375 -26.707 8.049  0.455
H 1.565 -28.557 6.086  1.484
C -0.067 -29.349 5.791  -1.071
O 1.353 -29.463 5.890  -0.418
H -0.569 -29.765 6.665  0.435
H -0.370 -28.302 5.830  -0.071
H -0.416 -29.807 4.865  0.427
H 1.573 -30.380 6.065  0.705
C -1.288 -27.204 1.509  -1.666
O -1.072 -26.787 2.844  -0.335
H -2.325 -27.031 1.221  0.461
H -0.637 -26.674 0.813  0.588
H -1.124 -28.274 1.383  0.423
H -0.162 -27.016 3.045  -0.303
C 1.100 -27.404 4.229  -0.136
O 0.881 -27.144 2.876  -1.178
H 0.584 -28.308 4.553  -0.327
H 2.138 -27.636 4.469  -1.863
H 0.824 -26.521 4.806  -0.238
H 1.301 -27.798 2.313  0.211
C -1.862 -27.705 4.952  -1.319
O -1.011 -26.606 4.715  -0.301
H -1.414 -28.672 4.719  0.429
H -1.987 -27.664 6.034  0.418
H -2.798 -27.676 4.395  0.339
H -0.916 -26.481 3.768  1.317
C 2.507 -30.127 3.996  -0.524
O 2.819 -30.619 2.673  -0.591
H 2.628 -29.065 4.208  0.481
H 1.424 -30.215 4.082  0.014
H 2.949 -30.742 4.780  0.467
H 3.574 -31.208 2.726  0.368
C 4.785 -27.406 4.841  -1.291
O 5.358 -26.930 3.610  -0.481
H 3.706 -27.440 4.697  1.686
H 5.170 -28.413 5.001  0.487
H 5.035 -26.781 5.698  0.403
H 5.295 -27.636 2.963  0.341
C 1.466 -28.965 0.935  -1.003
O 2.119 -28.627 2.157  -0.777
H 1.092 -29.989 0.919  0.421
H 0.589 -28.355 0.720  0.311
H 2.198 -28.815 0.141  0.304
H 2.500 -29.405 2.572  1.037
C 1.760 -26.230 0.918  -1.459
O 2.223 -25.836 -0.362  -0.632
H 1.846 -25.385 1.602  0.144
H 0.741 -26.617 0.915  -0.268
H 2.377 -27.029 1.329  0.936
H 1.664 -25.136 -0.705  0.387
C 3.387 -25.577 2.725  -1.190
O 4.602 -25.133 3.388  -0.861
H 2.915 -26.413 3.240  0.945
H 2.711 -24.729 2.619  0.689
H 3.668 -25.923 1.730  0.663
H 4.991 -25.902 3.810  0.624

| no. | total energy (Ha) |
| --- | --- |
| 1 | -194.8992 |
| 2 | -323.3772 |
| 3 | -2456.0293 |
| 4 | -667.4602 |
| 5 | -443.4786 |
| 6 | -8560.0044 |
| 7 | -349.0422 |
| 8 | -399.6630 |
| 9 | -345.7431 |
| 10 | -310.9414 |
| 11 | -188.0078 |
| 12 | -1503.1833 |